ORCA calculation (ωB97M-V/def2-TZVPD) on a molecular structure, C34H30N5NiOP at a distorted geometry.

Summary:
HOMO level (alpha / beta)	-0.51221 / -0.51213	Ha
relative energy (zero: lowest compared OMol25 entry of this formula, charge and spin)	57.31	kJ/mol
F_max	4.86	eV/Å
net charge	+2
2S+1	3
frontier orbital gap (alpha / beta)	9.1 / 8.2	eV
expectation value of S²	2.0046

Cartesian coordinates (Å):
Ni: -2.761 -17.829 -1.778
C: -0.237 -16.295 -2.144
N: -0.457 -17.760 -1.963
C: -0.125 -18.446 -3.230
C: -1.274 -18.209 -4.211
N: -2.467 -17.869 -3.761
C: -3.335 -17.754 -4.858
C: -4.560 -17.209 -4.959
C: -5.078 -17.035 -6.230
C: -4.466 -17.486 -7.386
C: -3.177 -18.035 -7.222
C: -2.602 -18.087 -5.953
N: -1.296 -18.414 -5.541
C: -1.344 -15.413 -1.701
N: -2.541 -15.943 -1.420
C: -3.386 -14.905 -0.922
C: -4.613 -14.917 -0.374
C: -5.092 -13.688 0.074
C: -4.270 -12.600 0.054
C: -3.048 -12.514 -0.486
C: -2.561 -13.726 -1.006
N: -1.325 -14.115 -1.464
H: 0.665 -16.093 -1.573
H: -0.097 -16.057 -3.201
H: 0.071 -18.111 -1.182
H: 0.742 -18.142 -3.791
H: 0.093 -19.488 -3.011
H: -5.155 -16.942 -4.085
H: -6.046 -16.488 -6.256
H: -4.944 -17.287 -8.384
H: -2.575 -18.390 -8.066
H: -0.565 -18.755 -6.165
H: -5.192 -15.780 -0.310
H: -6.014 -13.669 0.674
H: -4.641 -11.632 0.450
H: -2.431 -11.568 -0.343
H: -0.475 -13.542 -1.627
O: -4.229 -18.934 -1.268
P: -5.533 -19.723 -1.411
C: -6.886 -18.568 -1.446
C: -7.233 -17.904 -2.593
C: -8.203 -16.876 -2.510
C: -8.553 -16.303 -1.237
C: -8.110 -16.915 -0.092
C: -7.389 -18.092 -0.193
C: -5.434 -20.578 -2.997
C: -4.183 -21.097 -3.371
C: -3.945 -21.706 -4.539
C: -5.029 -21.828 -5.420
C: -6.311 -21.499 -5.007
C: -6.529 -20.876 -3.764
C: -5.886 -20.901 -0.138
C: -4.849 -21.384 0.695
C: -5.064 -22.301 1.708
C: -6.322 -22.902 1.813
C: -7.325 -22.492 0.963
C: -7.154 -21.516 -0.009
H: -6.975 -18.108 -3.648
H: -8.629 -16.433 -3.406
H: -9.156 -15.407 -1.213
H: -8.471 -16.519 0.866
H: -7.007 -18.651 0.690
H: -3.300 -20.870 -2.741
H: -2.968 -22.159 -4.777
H: -4.822 -22.240 -6.453
H: -7.206 -21.594 -5.753
H: -7.501 -20.600 -3.470
H: -3.778 -21.089 0.515
H: -4.209 -22.705 2.308
H: -6.547 -23.671 2.503
H: -8.278 -22.962 1.174
H: -7.932 -21.061 -0.647

ORCA calculation (ωB97M-V/def2-TZVPD) on a molecular structure, C42H54IN2O2RuS.

Summary:
HOMO level (alpha / beta)	-0.47677 / -0.49830	Ha
relative energy (zero: lowest compared OMol25 entry of this formula, charge and spin)	0.00	kJ/mol
F_max	0.86	eV/Å
net charge	+2
2S+1	6
frontier orbital gap (alpha / beta)	8.1 / 7.0	eV
expectation value of S²	8.7668

Cartesian coordinates (Å):
Ru: 0.849 0.302 0.899
C: -0.747 2.268 0.378
C: 0.314 2.648 -0.458
C: 1.468 2.894 0.435
C: 1.005 2.679 1.754
C: -0.383 2.378 1.744
C: -1.378 2.412 2.884
C: -2.141 1.086 2.981
C: -0.708 2.754 4.214
C: -2.386 3.531 2.566
C: 2.867 3.473 0.238
C: 3.499 3.283 -1.142
C: 3.837 2.857 1.261
C: 2.768 4.983 0.540
C: 0.064 2.996 -1.931
C: 0.424 4.473 -2.154
C: -1.427 2.858 -2.273
C: 0.806 2.099 -2.932
H: -1.746 2.051 0.046
H: 1.580 2.880 2.643
H: -1.468 0.226 3.024
H: -2.799 0.945 2.123
H: -2.758 1.071 3.879
H: 0.015 2.005 4.531
H: -1.463 2.833 4.994
H: -0.191 3.713 4.159
H: -2.911 3.348 1.629
H: -1.889 4.498 2.498
H: -3.129 3.588 3.361
H: 3.705 2.230 -1.351
H: 4.460 3.798 -1.149
H: 2.916 3.702 -1.954
H: 3.805 1.768 1.227
H: 3.626 3.180 2.279
H: 4.852 3.176 1.028
H: 2.130 5.506 -0.170
H: 3.762 5.427 0.488
H: 2.372 5.156 1.539
H: -0.161 5.108 -1.489
H: 0.182 4.750 -3.180
H: 1.473 4.693 -1.989
H: -2.045 3.517 -1.664
H: -1.780 1.833 -2.161
H: -1.574 3.142 -3.314
H: 1.891 2.145 -2.845
H: 0.571 2.414 -3.949
H: 0.455 1.066 -2.845
O: 2.199 0.179 -1.025
C: 2.143 -1.036 -1.773
C: 1.932 -2.200 -0.840
C: 2.361 -3.470 -1.195
C: 2.056 -4.536 -0.364
C: 1.335 -4.295 0.795
C: 0.965 -2.994 1.083
N: 1.259 -1.963 0.286
H: 1.966 0.917 -1.612
H: 3.067 -1.166 -2.342
H: 1.312 -0.987 -2.488
H: 2.918 -3.619 -2.110
H: 2.377 -5.536 -0.618
H: 1.065 -5.095 1.468
H: 0.401 -2.765 1.978
O: -0.982 -0.511 -0.160
S: -1.862 -0.920 -1.335
C: -1.486 -2.649 -1.697
C: -2.341 -3.112 -2.844
C: -2.279 -2.470 -4.078
C: -3.076 -2.895 -5.128
C: -3.937 -3.970 -4.954
C: -3.994 -4.620 -3.730
C: -3.202 -4.190 -2.676
C: -3.535 -1.090 -0.661
C: -3.746 -2.192 0.336
C: -3.003 -2.271 1.512
C: -3.231 -3.299 2.413
C: -4.209 -4.251 2.156
C: -4.960 -4.170 0.993
C: -4.726 -3.147 0.086
H: -1.652 -3.230 -0.789
H: -0.422 -2.658 -1.938
H: -1.603 -1.635 -4.224
H: -3.023 -2.393 -6.084
H: -4.556 -4.305 -5.774
H: -4.655 -5.466 -3.596
H: -3.245 -4.700 -1.722
H: -4.163 -1.224 -1.544
H: -3.741 -0.098 -0.252
H: -2.249 -1.525 1.719
H: -2.657 -3.350 3.329
H: -4.395 -5.043 2.867
H: -5.732 -4.899 0.793
H: -5.314 -3.087 -0.821
I: 1.310 -0.412 3.791
C: 3.162 -0.813 2.908
C: 4.192 -1.447 3.574
C: 5.364 -1.633 2.855
C: 5.440 -1.185 1.542
C: 4.340 -0.559 0.984
N: 3.204 -0.370 1.664
H: 4.089 -1.779 4.596
H: 6.210 -2.120 3.319
H: 6.341 -1.312 0.961
H: 4.358 -0.176 -0.028

ORCA calculation (ωB97M-V/def2-TZVPD) on 2 unconnected molecules or ions with the total composition C7H11ClNO4 at a distorted geometry.

Summary:
HOMO level	-0.13768	Ha
relative energy (zero: lowest compared OMol25 entry of this formula, charge and spin)	0.00	kJ/mol
F_max	2.40	eV/Å
net charge	-1
2S+1	1
frontier orbital gap	6.5	eV

Cartesian coordinates (Å):
O: 3.873 0.093 0.687
C: 4.092 0.921 -0.216
O: 4.768 0.662 -1.285
C: 3.455 2.382 -0.066
N: 2.354 2.492 -1.053
C: 1.030 2.627 -0.453
C: 0.524 1.155 -0.134
O: 0.806 0.566 0.847
Cl: -0.550 0.354 -1.358
H: 4.306 3.077 -0.312
H: 3.117 2.488 0.996
H: 2.535 3.205 -1.752
H: 0.293 3.111 -1.147
H: 1.008 3.160 0.533
C: -4.047 -3.399 -0.086
C: -3.187 -2.168 0.062
O: -3.236 -1.265 -0.742
C: -2.262 -2.108 1.250
H: -4.660 -3.306 -0.983
H: -3.417 -4.285 -0.183
H: -4.705 -3.500 0.779
H: -1.552 -2.937 1.212
H: -2.841 -2.152 2.175
H: -1.705 -1.171 1.229

ORCA calculation (ωB97M-V/def2-TZVPD) on a molecular structure, C16H42F6NNiO11S2 at a distorted geometry.

Summary:
HOMO level (alpha / beta)	-0.42624 / -0.42624	Ha
relative energy (zero: lowest compared OMol25 entry of this formula, charge and spin)	981.41	kJ/mol
F_max	7.34	eV/Å
net charge	+1
2S+1	3
frontier orbital gap (alpha / beta)	6.0 / 2.8	eV
expectation value of S²	2.0080

Cartesian coordinates (Å):
Ni: 0.852 -1.333 2.748
C: -0.117 1.956 -1.176
F: -0.330 3.120 -1.859
F: -0.586 1.019 -2.006
F: 1.137 1.777 -0.906
S: -1.130 1.956 0.458
O: -0.268 2.539 1.468
O: -2.373 2.683 0.274
N: -1.221 0.259 1.049
S: -2.543 -0.229 0.353
O: -2.946 0.461 -0.858
O: -2.500 -1.673 0.233
C: -3.872 0.162 1.633
F: -4.933 -0.541 1.258
F: -3.556 -0.174 2.865
F: -4.255 1.420 1.698
C: -3.166 6.704 4.345
C: -4.689 6.494 4.235
O: -5.304 7.781 4.419
H: -2.964 7.680 3.903
H: -2.731 5.922 3.722
H: -2.761 6.564 5.347
H: -5.117 5.937 5.069
H: -4.904 6.160 3.220
H: -5.654 7.721 5.311
C: -0.193 2.247 6.262
C: -0.568 0.799 6.253
O: 0.413 0.055 5.573
H: 0.813 2.402 6.654
H: -0.914 2.862 6.801
H: -0.355 2.591 5.241
H: -1.603 0.808 5.911
H: -0.681 0.409 7.264
H: 1.076 0.035 6.267
C: -0.427 -0.030 -6.749
C: 0.702 -1.047 -6.726
O: 1.183 -1.288 -8.077
H: -1.141 -0.424 -7.473
H: -0.007 0.931 -7.043
H: -1.077 -0.049 -5.874
H: 0.358 -2.027 -6.395
H: 1.459 -0.700 -6.023
H: 2.123 -1.115 -7.990
C: 5.669 1.854 2.977
C: 4.429 1.380 3.704
O: 3.450 0.919 2.739
H: 6.250 2.501 3.635
H: 5.494 2.480 2.102
H: 6.333 1.032 2.708
H: 3.920 2.162 4.267
H: 4.602 0.687 4.528
H: 3.425 1.584 2.047
C: 5.024 0.639 -4.057
C: 5.702 -0.648 -3.823
O: 5.071 -1.556 -4.684
H: 3.984 0.438 -3.799
H: 5.006 0.988 -5.090
H: 5.244 1.550 -3.502
H: 5.550 -0.911 -2.776
H: 6.752 -0.410 -3.993
H: 5.546 -2.358 -4.456
C: -5.055 -7.386 -2.916
C: -4.600 -6.686 -1.717
O: -3.360 -7.270 -1.540
H: -4.370 -7.196 -3.743
H: -6.033 -7.000 -3.202
H: -5.151 -8.450 -2.700
H: -5.142 -6.769 -0.775
H: -4.470 -5.622 -1.913
H: -2.743 -6.678 -1.977
C: 0.962 -3.584 -2.008
C: 2.150 -3.030 -1.325
O: 1.733 -2.863 0.041
H: 0.572 -4.356 -1.344
H: 1.189 -4.004 -2.988
H: 0.246 -2.826 -2.326
H: 2.444 -2.064 -1.737
H: 3.074 -3.605 -1.372
H: 1.873 -3.768 0.331